{
  "formula": "C5H45BO22S",
  "method": "the ωB97M-V functional and the def2-TZVPD basis",
  "multiplicity": 1,
  "orbital_gap_ev": 9.012,
  "lumo_energy_ev": -0.2,
  "homo_energy_ev": -9.18,
  "symbols": ["O", "C", "O", "C", "C", "C", "B", "O", "O", "C", "S", "H", "H", "H", "H", "H", "H", "H", "H", "H", "O", "H", "H", "O", "H", "H", "O", "H", "H", "O", "H", "H", "O", "H", "H", "O", "H", "H", "O", "H", "H", "O", "H", "H", "O", "H", "H", "O", "H", "H", "O", "H", "H", "O", "H", "H", "O", "H", "H", "O", "H", "H", "O", "H", "H", "O", "H", "H", "O", "H", "H", "O", "H", "H"],
  "coordinates": [[-2.2300, -1.4100, 2.5164], [-1.4426, -0.8120, 1.8234], [-0.9285, -1.2987, 0.6782], [0.1125, -0.4058, 0.1893], [0.5515, 0.2475, 1.4730], [1.5084, 1.4051, 1.4346], [2.8390, 1.1323, 0.6602], [3.0142, 1.7596, -0.5441], [3.8808, 0.3306, 1.1331], [-0.8237, 0.5617, 2.0527], [-1.7810, 1.7528, 1.0952], [-0.3829, 0.2090, -0.5388], [0.8727, -0.9431, -0.3568], [0.9168, -0.5803, 2.0732], [1.0337, 2.2828, 1.0238], [1.7544, 1.6398, 2.4678], [2.4146, 1.3632, -1.1865], [3.6706, -0.6029, 1.0611], [-0.6811, 0.8462, 3.0819], [-0.8705, 2.2990, 0.2754], [-1.0917, -3.7073, -1.1781], [-1.9519, -3.5618, -1.5955], [-1.0846, -3.1014, -0.4193], [4.9705, 2.1043, 3.4681], [5.0614, 1.1747, 3.6949], [4.9472, 2.1011, 2.5080], [-0.7883, -1.0394, -2.4450], [-0.7409, -1.9348, -2.0838], [-0.7357, -1.1204, -3.4006], [-2.6928, -4.9835, -3.4311], [-3.5767, -5.3581, -3.3752], [-2.1488, -5.5727, -2.8976], [6.5677, -0.5966, 1.6776], [5.8184, -0.2154, 1.2007], [7.3344, -0.1196, 1.3500], [-4.0546, 3.8152, 0.3679], [-4.9796, 3.5591, 0.2433], [-3.6797, 3.1725, 0.9815], [0.3383, 2.1772, -1.8739], [-0.4974, 2.4831, -2.2445], [0.9922, 2.7816, -2.2374], [1.8668, -3.1372, -1.9933], [0.9841, -3.5250, -1.9542], [2.4133, -3.7248, -1.4562], [3.8019, -5.4288, -2.0777], [3.2761, -5.3320, -2.8775], [4.6625, -5.0585, -2.3120], [-2.7704, 5.6942, -1.3959], [-3.4195, 6.1733, -1.9260], [-3.2799, 5.0025, -0.9401], [2.1422, -1.1856, 3.7205], [3.0955, -1.0502, 3.7225], [1.9899, -1.8591, 4.3928], [6.5635, -4.3902, -1.3597], [7.5186, -4.3085, -1.2931], [6.3234, -4.9689, -0.6286], [-0.9472, -3.8237, 3.9742], [-0.1782, -3.8614, 3.3943], [-1.5490, -3.2063, 3.5404], [-1.3339, 4.7045, -1.4770], [-1.9469, 4.7150, -0.7400], [-1.5482, 5.4965, -1.9694], [1.1652, -5.7032, 2.8014], [0.3194, -6.1592, 2.8615], [1.7925, -6.3035, 3.2128], [-2.2605, 3.1910, -3.6876], [-3.1964, 3.2010, -3.9024], [-2.1899, 3.6576, -2.8382], [-7.0173, 3.8793, 0.3843], [-7.7392, 4.1314, -0.2040], [-7.0838, 4.4953, 1.1196], [-7.7998, 5.4974, -1.9411], [-6.9465, 5.2264, -2.2921], [-8.1448, 6.1260, -2.5811]],
  "forces_ev_per_a": [[0.464, 0.184, -0.580], [-0.592, 0.199, 0.591], [0.008, -0.839, -0.037], [-0.178, -0.004, -0.251], [-0.533, 0.156, -0.637], [0.305, -0.217, 0.473], [-0.097, 0.243, -0.312], [0.647, -0.439, -0.312], [-0.021, 0.085, -0.012], [0.747, -0.528, 0.054], [-0.675, 0.376, 0.167], [0.138, 0.599, -0.175], [0.180, -0.663, 0.078], [0.411, 0.147, 0.278], [-0.107, 0.266, -0.290], [0.123, 0.061, 0.294], [-0.366, 0.478, -0.262], [-0.073, -0.275, 0.249], [-0.632, 0.033, 0.417], [0.252, -0.166, 0.047], [0.004, 0.322, 0.020], [0.005, -0.187, -0.073], [-0.048, -0.132, 0.108], [-0.066, 0.123, 0.116], [0.095, -0.054, -0.045], [0.049, -0.054, -0.059], [-0.158, 0.134, 0.018], [0.073, -0.042, -0.311], [0.038, -0.108, 0.009], [0.002, 0.033, 0.151], [-0.051, 0.015, -0.044], [0.076, 0.007, -0.012], [-0.054, -0.021, 0.003], [0.007, 0.097, 0.037], [0.058, 0.000, 0.013], [0.002, 0.199, -0.234], [-0.169, 0.118, -0.001], [0.099, -0.005, -0.026], [0.268, -0.260, 0.057], [-0.045, 0.007, -0.077], [-0.106, 0.225, 0.092], [-0.031, 0.030, 0.097], [-0.115, 0.017, 0.098], [0.086, -0.086, -0.138], [0.081, -0.008, -0.008], [-0.064, 0.035, -0.001], [0.076, 0.057, 0.079], [-13.001, 8.511, -0.299], [-1.007, 0.651, 0.406], [-1.146, 0.298, -0.083], [0.163, -0.130, 0.131], [0.001, 0.064, 0.002], [-0.084, -0.006, -0.018], [-0.087, -0.128, 0.034], [0.044, 0.060, -0.085], [-0.059, 0.025, 0.040], [0.051, 0.006, -0.073], [0.051, -0.117, 0.036], [-0.054, 0.106, -0.004], [10.191, -7.479, -0.100], [2.844, -1.114, 0.270], [1.745, -0.988, 0.056], [-0.021, 0.012, -0.056], [-0.072, 0.065, 0.034], [0.061, 0.015, 0.021], [-0.097, 0.037, 0.009], [-0.021, -0.145, -0.056], [0.261, 0.141, 0.101], [0.039, -0.106, 0.054], [0.084, 0.070, -0.135], [0.041, 0.027, 0.043], [0.010, -0.025, 0.005], [0.030, -0.015, 0.024], [-0.082, 0.007, -0.007]],
  "mulliken_charge": [-0.7384, 0.0245, -0.2484, -1.1117, 0.5505, -1.1407, 0.7241, -0.5404, -0.7875, 0.5834, -0.2083, 0.1846, 0.7642, 0.1986, 0.0791, 0.2288, 0.3131, 0.2957, 0.5774, 0.0712, -0.6484, 0.3509, 0.3992, -0.6123, 0.3160, 0.2979, -0.5474, 0.2635, 0.2896, -0.6439, 0.3160, 0.3224, -0.6179, 0.4180, 0.3090, -0.6231, 0.3326, 0.2203, -0.4153, 0.0806, 0.2906, -0.6518, 0.2963, 0.3320, -0.6629, 0.3292, 0.3461, -0.5712, 0.2844, 0.2953, -0.5139, 0.2487, 0.2568, -0.6422, 0.3015, 0.3244, -0.6515, 0.3076, 0.3785, -0.6590, 0.3328, 0.3391, -0.6148, 0.3296, 0.2859, -0.6474, 0.2877, 0.4366, -0.6415, 0.3132, 0.3148, -0.6200, 0.3123, 0.3054]
}